C3H26NO10 | wB97M-V/def2-TZVPD

Geometry as XYZ:
```
40
Properties=species:S:1:pos:R:3:mulliken_charge:R:1
C -0.29 0.70 -1.27 0.12
O -1.48 0.03 -1.01 -0.70
C 0.77 -0.03 -2.16 0.35
C 2.08 0.70 -1.84 -1.07
N 0.97 -1.41 -1.63 -0.51
H 0.11 0.97 -0.39 -0.69
H -0.60 1.71 -1.91 0.65
H 0.59 0.14 -3.32 0.30
H 1.86 1.76 -1.56 0.26
H 2.73 0.11 -1.17 0.02
H 2.75 0.73 -2.68 0.39
H 0.24 -1.51 -0.97 0.11
H 0.81 -1.95 -2.43 0.29
H -1.60 -1.52 -2.43 0.34
H -1.91 -2.27 -1.08 0.35
O -1.56 -2.39 -2.05 -0.67
H 0.33 1.75 0.99 0.03
H 0.93 2.76 1.94 0.24
O 1.13 2.35 1.06 -0.62
H -1.52 -1.30 1.55 0.27
H -1.23 -0.23 0.14 0.34
O -0.81 -0.66 1.42 -0.72
H 0.44 -0.41 2.09 0.36
H 1.97 -0.88 2.20 0.34
O 1.30 -0.54 2.67 -0.74
H 0.29 -3.41 0.98 0.29
H 0.30 -2.76 2.45 0.34
O -0.03 -3.45 1.87 -0.65
H -2.17 3.02 -0.63 0.35
H -0.62 2.97 -0.42 0.54
O -1.30 3.49 -1.00 -0.74
H -3.66 0.00 0.04 0.35
H -3.28 0.16 1.67 0.30
O -3.87 -0.26 1.07 -0.66
H -1.45 1.84 2.74 0.23
H -1.10 0.64 1.66 0.35
O -1.22 1.73 1.80 -0.67
H 2.74 -0.94 0.14 0.32
H 3.96 -0.45 0.74 0.32
O 3.39 -1.20 0.74 -0.70
```

Results
- 2S+1 = 1
- highest occupied orbital energy (eV) = -5.94
- net charge = -1
- relative energy (zero: lowest compared OMol25 entry of this formula, charge and spin) (kJ/mol) = 495.3

=====

C3H26O12 | wB97M-V/def2-TZVPD

Geometry as XYZ:
```
41
Properties=species:S:1:pos:R:3:mulliken_charge:R:1
O 1.10 0.08 -0.23 -0.37
C 0.80 0.40 -1.37 0.56
O -0.24 1.18 -1.69 -0.45
C 1.74 0.36 -2.53 -0.38
C 2.00 -1.14 -2.90 -1.03
H -0.94 1.14 -0.97 0.41
H 2.70 0.64 -2.06 0.16
H 1.33 0.98 -3.33 0.33
H 1.07 -1.71 -3.06 0.21
H 2.39 -1.58 -1.99 0.23
H 2.59 -1.30 -3.78 0.38
H -0.37 3.30 0.68 0.27
H 0.86 2.47 1.21 0.35
O -0.01 2.82 1.43 -0.58
H 3.21 1.62 0.75 0.26
H 3.22 2.20 2.07 0.34
O 3.04 2.48 1.16 -0.66
H -2.91 -1.41 -2.20 0.41
H -1.60 -2.10 -1.47 0.33
O -2.52 -1.83 -1.41 -0.69
H -2.44 0.76 -2.95 0.31
H -3.86 0.40 -2.71 0.34
O -3.09 0.10 -3.21 -0.68
H -2.43 1.02 0.67 0.21
H -2.74 -0.21 -0.14 0.33
O -2.33 0.67 -0.22 -0.52
H -0.43 -2.22 0.13 0.29
H -0.01 -3.47 -0.67 0.22
O 0.09 -2.51 -0.63 -0.54
H -1.41 1.92 2.96 0.26
H -0.66 0.70 3.68 0.39
O -1.45 0.98 3.20 -0.68
H -3.36 -1.46 2.66 0.29
H -2.26 -0.54 2.32 0.34
O -2.87 -1.16 1.88 -0.63
H 3.12 -1.44 1.76 0.25
H 2.47 -0.28 0.88 0.37
O 2.78 -0.54 1.76 -0.59
H 1.82 -0.11 3.57 0.33
H 0.65 -0.76 2.94 0.34
O 0.94 -0.46 3.82 -0.70
```

Results
- 2S+1 = 1
- highest occupied orbital energy (eV) = -10.71
- SMILES = CCC(=O)O.O.O.O.O.O.O.O.O.O.O
- relative energy (zero: lowest compared OMol25 entry of this formula, charge and spin) (kJ/mol) = 0.0

=====

C3H28O12 | wB97M-V/def2-TZVPD

Geometry as XYZ:
```
43
Properties=species:S:1:pos:R:3:mulliken_charge:R:1
C -1.67 0.01 0.39 -1.12
O -2.05 0.30 1.75 -0.58
C -0.26 0.44 0.17 1.65
C 0.73 -0.27 -0.35 -0.67
H -2.38 0.53 -0.24 0.41
H -1.80 -1.05 0.10 0.29
H -1.77 -0.49 2.23 0.32
H -0.07 1.52 0.21 -0.52
H 1.71 0.09 -0.65 0.30
H 0.47 -1.22 -0.80 0.02
H -2.14 1.87 -2.78 0.28
H -1.33 0.63 -2.73 0.26
O -1.81 1.23 -2.14 -0.55
H 0.12 -0.40 -4.54 0.30
H 0.92 0.62 -3.80 0.32
O 0.56 -0.27 -3.68 -0.61
H 2.34 -2.33 1.22 0.29
H 2.11 -1.78 2.66 0.36
O 2.40 -2.56 2.16 -0.65
H -0.45 4.39 -0.11 0.32
H 0.45 3.48 0.89 0.31
O 0.39 3.98 0.07 -0.65
H -0.12 -2.77 3.14 0.28
H -0.47 -3.05 1.62 0.44
O -0.74 -2.57 2.43 -0.74
H -2.38 2.74 1.24 0.34
H -2.01 2.73 -0.28 0.33
O -2.31 3.28 0.45 -0.71
H -0.04 -1.01 2.68 0.34
H 0.53 0.48 2.65 0.52
O 0.68 -0.42 2.98 -0.75
H -0.61 -4.65 -0.18 0.26
H 0.38 -3.54 -0.54 0.42
O -0.46 -3.71 -0.09 -0.65
H 0.34 2.12 -1.92 0.37
H 1.30 3.35 -2.00 0.29
O 1.11 2.49 -2.37 -0.65
H 0.48 -3.51 -2.35 0.32
H 1.94 -3.56 -2.83 0.30
O 1.36 -3.83 -2.12 -0.69
H 1.30 2.79 3.03 0.24
H 2.01 1.71 2.13 0.31
O 1.21 2.22 2.27 -0.65
```

Results
- 2S+1 = 1
- highest occupied orbital energy (eV) = -9.59
- SMILES = C=CCO.O.O.O.O.O.O.O.O.O.O.O
- relative energy (zero: lowest compared OMol25 entry of this formula, charge and spin) (kJ/mol) = 108.1

=====

C3H29NO14 | wB97M-V/def2-TZVPD

Geometry as XYZ:
```
47
Properties=species:S:1:pos:R:3:mulliken_charge:R:1
O 1.44 1.20 0.01 -0.82
C 1.27 0.32 0.86 0.60
N -0.05 -0.23 0.88 1.73
C -0.48 -1.23 1.73 -0.40
O -1.66 -1.40 1.89 -0.67
C 2.31 -0.18 1.78 -1.56
H -0.71 0.21 0.23 -0.54
H 0.21 -1.87 2.26 0.47
H 2.01 -0.31 2.85 0.47
H 2.74 -1.15 1.45 0.36
H 3.16 0.55 1.72 0.47
H -2.99 -0.97 0.94 0.48
H -3.36 0.36 0.17 0.38
O -3.55 -0.56 0.20 -0.85
H -0.48 1.62 2.78 0.37
H 0.81 2.43 2.95 0.26
O 0.46 1.56 2.73 -0.52
H -1.01 -2.28 -0.87 0.41
H -0.40 -3.52 -0.22 0.26
O -0.28 -2.60 -0.28 -0.65
H 4.58 -1.97 -0.97 0.27
H 3.06 -1.80 -1.01 0.44
O 3.91 -1.64 -0.49 -0.68
H -2.38 1.77 1.75 0.52
H -2.42 0.61 2.78 0.31
O -2.19 1.53 2.70 -0.83
H 1.53 -1.18 -2.35 0.46
H 1.03 -2.24 -1.38 0.41
O 1.74 -2.07 -1.96 -0.84
H 4.17 0.05 -0.38 0.48
H 3.24 1.22 -0.34 0.22
O 4.14 1.04 -0.32 -0.79
H -2.86 -2.39 -2.25 0.23
H -2.96 -1.36 -1.07 0.46
O -2.38 -1.78 -1.77 -0.75
H -1.87 2.41 -0.19 0.40
H -3.35 2.61 -0.01 0.22
O -2.65 1.96 0.09 -0.73
H 1.20 0.81 -1.69 0.39
H 0.07 0.51 -2.63 0.56
O 1.03 0.45 -2.54 -0.82
H -2.13 1.14 -1.89 0.32
H -1.93 -0.30 -2.39 0.46
O -1.65 0.68 -2.54 -0.81
H 0.35 2.35 -0.52 0.34
H -0.31 2.79 -1.81 0.33
O -0.42 2.89 -0.87 -0.83
```

Results
- 2S+1 = 1
- highest occupied orbital energy (eV) = -9.92
- relative energy (zero: lowest compared OMol25 entry of this formula, charge and spin) (kJ/mol) = 0.0

=====

C3H29NO14S | wB97M-V/def2-TZVPD

Geometry as XYZ:
```
48
Properties=species:S:1:pos:R:3:mulliken_charge:R:1
C 0.83 -1.68 -0.67 0.03
C 0.08 -3.03 -0.81 -0.87
S 0.25 -3.80 -2.49 -0.61
N -0.14 -0.56 -0.96 0.60
C -0.51 0.50 -0.12 0.04
O 0.48 0.89 0.57 -0.37
O -1.73 0.82 -0.18 -1.00
H 1.05 -1.64 0.40 -0.13
H 1.63 -1.56 -1.40 -0.04
H -0.99 -2.89 -0.65 0.28
H 0.54 -3.69 -0.07 0.31
H -0.86 -1.02 -1.48 -0.20
H -3.15 -0.29 -1.28 0.41
H -2.74 -1.46 -2.36 0.28
O -3.43 -1.06 -1.82 -0.68
H 2.64 0.76 -1.09 0.26
H 1.82 2.03 -0.91 0.35
O 2.70 1.72 -1.05 -0.67
H -0.21 -2.09 2.44 0.31
H -1.34 -1.84 3.47 0.34
O -0.38 -1.86 3.35 -0.65
H -0.94 0.19 4.19 0.32
H -0.52 1.52 3.98 0.35
O -0.66 0.94 4.74 -0.68
H -2.85 -0.09 0.79 0.46
H -3.82 -1.28 0.48 0.37
O -3.59 -0.62 1.14 -0.77
H -1.78 2.99 -1.39 0.37
H -0.82 3.37 -0.39 0.31
O -1.46 3.79 -0.97 -0.68
H 3.29 0.66 0.98 0.37
H 1.95 0.87 1.57 0.52
O 2.85 0.58 1.85 -0.82
H 3.21 -0.59 -3.20 0.31
H 2.25 -1.32 -4.08 0.33
O 2.88 -0.57 -4.10 -0.65
H 0.58 2.81 1.77 0.43
H -0.38 3.87 1.46 0.25
O 0.25 3.64 2.15 -0.77
H -0.03 -1.09 -4.23 0.26
H -0.47 0.22 -3.55 0.34
O -0.54 -0.29 -4.36 -0.67
H 3.51 -1.28 1.43 0.41
H 3.66 -2.48 0.50 0.33
O 3.90 -2.16 1.37 -0.68
H -1.61 2.78 1.83 0.28
H -2.91 2.21 1.51 0.35
O -2.50 3.09 1.66 -0.60
```

Results
- 2S+1 = 1
- highest occupied orbital energy (eV) = -1.64
- net charge = -2
- relative energy (zero: lowest compared OMol25 entry of this formula, charge and spin) (kJ/mol) = 111.0

=====

C3H29O11 | wB97M-V/def2-TZVPD

Geometry as XYZ:
```
43
Properties=species:S:1:pos:R:3:mulliken_charge:R:1
O 1.35 0.70 -3.17 -0.28
H 0.40 0.74 -3.29 0.36
H 1.51 0.57 -2.23 0.32
H 1.80 -0.01 -3.64 0.46
O -0.71 -1.09 0.29 0.12
H -0.58 -1.27 1.22 0.46
H -0.75 -1.83 -0.32 0.35
H -0.05 -0.45 0.04 0.15
C 2.49 1.37 1.50 -1.41
C 1.78 1.73 0.18 1.09
C 2.66 2.61 -0.58 -1.79
O 1.31 0.63 -0.58 -0.66
H 3.53 1.11 1.26 0.40
H 1.92 0.67 2.12 0.13
H 2.73 2.28 2.05 0.45
H 0.99 2.43 0.44 -0.11
H 3.13 3.37 0.04 0.44
H 2.05 3.03 -1.38 0.37
H 3.49 2.04 -0.99 0.33
O -1.67 0.24 -2.85 -0.57
H -2.24 1.01 -2.93 0.29
H -2.22 -0.41 -2.41 0.27
O -0.34 -2.76 -1.97 -0.58
H -0.59 -3.55 -2.45 0.28
H -0.03 -2.16 -2.65 0.24
O -3.39 -2.74 0.25 -0.58
H -3.73 -2.52 1.12 0.28
H -3.10 -3.65 0.33 0.30
O -1.13 1.54 1.90 -0.47
H -1.28 2.30 1.33 0.27
H -1.93 1.46 2.41 0.19
O 0.19 -1.85 2.54 -0.56
H 1.05 -2.19 2.78 0.27
H -0.38 -2.14 3.25 0.25
O -3.14 -0.69 2.47 -0.52
H -3.81 -1.17 2.97 0.30
H -3.07 0.16 2.91 0.20
O -3.28 1.38 -0.35 -0.60
H -3.04 0.46 -0.25 0.30
H -2.46 1.82 -0.55 0.28
O 3.53 -1.36 -0.51 -0.70
H 4.21 -1.08 0.09 0.32
H 2.82 -0.73 -0.39 0.38
```

Results
- 2S+1 = 1
- highest occupied orbital energy (eV) = -11.50
- net charge = +1
- relative energy (zero: lowest compared OMol25 entry of this formula, charge and spin) (kJ/mol) = 0.0

=====

C3H2AgO2 | wB97M-V/def2-TZVPD

Geometry as XYZ:
```
8
Properties=species:S:1:pos:R:3:mulliken_charge:R:1
O -0.07 0.99 -1.17 -0.27
C 0.80 0.46 -0.32 0.80
C -1.64 -0.54 0.05 -0.55
O 1.93 0.64 0.00 -0.53
C -0.45 -0.19 -0.37 0.12
Ag 3.66 0.14 1.39 0.92
H -2.51 -0.46 -0.60 0.27
H -1.73 -1.05 1.01 0.25
```

Results
- 2S+1 = 1
- highest occupied orbital energy (eV) = -14.22
- net charge = +1
- relative energy (zero: lowest compared OMol25 entry of this formula, charge and spin) (kJ/mol) = 0.0

=====

C3H2AgO3 | wB97M-V/def2-TZVPD

Geometry as XYZ:
```
9
Properties=species:S:1:pos:R:3:mulliken_charge:R:1
C 2.70 0.80 -1.05 -0.48
C 1.43 1.03 -0.79 0.84
O 0.35 1.11 -0.35 -0.06
H 3.25 1.76 -1.05 0.33
H 3.00 -0.16 -1.45 0.36
C -1.85 -0.35 1.08 0.67
O -1.15 -1.27 0.94 -0.37
O -2.72 0.38 1.32 -0.31
Ag -5.00 -3.29 1.35 0.03
```

Results
- 2S+1 = 3
- highest occupied orbital energy (spin up / spin down) (eV) = -8.79 / -13.34
- net charge = +1
- relative energy (zero: lowest compared OMol25 entry of this formula, charge and spin) (kJ/mol) = 116.3

=====

C3H2AgO4 | wB97M-V/def2-TZVPD

Geometry as XYZ:
```
10
Properties=species:S:1:pos:R:3:mulliken_charge:R:1
C 1.17 0.24 0.34 -1.07
C 1.98 -0.35 -0.47 0.73
O 2.86 -0.78 -1.15 -0.60
H 0.12 -0.01 0.52 0.21
O 1.37 2.85 2.16 -0.53
C 2.28 3.27 3.01 0.98
O 3.52 3.23 2.71 -0.73
O 1.90 3.89 4.06 -0.80
Ag 4.05 4.65 4.50 0.45
H 1.45 1.81 1.50 0.35
```

Results
- 2S+1 = 1
- highest occupied orbital energy (eV) = -3.28
- net charge = -1
- relative energy (zero: lowest compared OMol25 entry of this formula, charge and spin) (kJ/mol) = 110.3

=====

C3H2AlO3 | wB97M-V/def2-TZVPD

Geometry as XYZ:
```
9
Properties=species:S:1:pos:R:3:mulliken_charge:R:1
O -0.40 -3.90 0.95 0.03
C -0.23 -2.81 0.76 0.39
O -0.04 0.60 1.34 -0.10
C 0.16 1.58 0.47 -0.30
C 0.17 1.24 -0.90 0.00
O 0.08 -0.07 -1.26 -0.19
H -0.77 2.27 -0.13 0.28
Al 0.25 -0.81 0.30 0.43
H 0.77 1.91 -1.55 0.46
```

Results
- 2S+1 = 1
- highest occupied orbital energy (spin up / spin down) (eV) = -12.69 / -12.69
- net charge = +1
- relative energy (zero: lowest compared OMol25 entry of this formula, charge and spin) (kJ/mol) = 201.9

=====

C3H2Br2O2 | wB97M-V/def2-TZVPD

Geometry as XYZ:
```
9
Properties=species:S:1:pos:R:3:mulliken_charge:R:1
C 2.07 0.57 1.13 0.85
C -2.05 -0.10 -0.71 -0.15
C 1.48 -0.17 0.29 -0.39
O 2.67 1.29 1.80 -0.33
O -1.42 0.08 0.26 -0.28
Br 1.28 0.42 -1.48 -0.08
Br 0.98 -1.95 0.84 -0.08
H -2.48 -1.01 -1.13 0.24
H -2.54 0.88 -1.01 0.23
```

Results
- 2S+1 = 1
- highest occupied orbital energy (eV) = -8.94
- SMILES = O=C=C(Br)Br.C=O
- relative energy (zero: lowest compared OMol25 entry of this formula, charge and spin) (kJ/mol) = 256.9

=====

C3H2Br4 | wB97M-V/def2-TZVPD

Geometry as XYZ:
```
9
Properties=species:S:1:pos:R:3:mulliken_charge:R:1
C 0.58 -0.83 -0.41 -0.52
C 0.47 0.41 0.41 -0.07
C -0.81 -0.32 0.19 0.30
Br 1.41 0.99 1.90 0.00
Br 0.29 3.14 -1.36 -0.06
Br -2.21 0.44 -1.10 -0.10
Br -1.52 -1.46 1.61 -0.07
H 0.67 -0.67 -1.38 0.27
H 1.13 -1.71 0.14 0.23
```

Results
- 2S+1 = 1
- highest occupied orbital energy (spin up / spin down) (eV) = -10.35 / -9.18
- relative energy (zero: lowest compared OMol25 entry of this formula, charge and spin) (kJ/mol) = 303.6